one:
C2H3OP | ωB97M-V/def2-TZVPD

Structure (ORCA input):
```
! wB97M-V def2-TZVPD RIJCOSX def2/J DEFGRID3
* xyz 0 1
C -2.62 0.39 -0.08
C -1.46 0.05 -0.05
O 3.04 0.54 0.58
P 2.21 -0.17 -0.40
H -3.60 0.74 0.10
H 2.93 -1.46 -0.30
H -0.50 -0.09 0.16
*
```

Results
SMILES: C#C.O=P
LUMO level (eV): -1.22
Gap between HOMO and LUMO (eV): 8.714



two:
C2H3OP | ωB97M-V/def2-TZVPD

Structure (ORCA input):
```
! wB97M-V def2-TZVPD RIJCOSX def2/J DEFGRID3
* xyz 0 1
C 0.82 0.84 0.06
C 0.27 -0.57 -0.06
O 1.54 -1.16 0.06
P 2.42 0.32 -0.03
H 0.32 1.69 0.20
H -0.33 -1.07 0.74
H -0.06 -0.89 -0.99
*
```

Results
LUMO level (eV): 0.30
Gap between HOMO and LUMO (eV): 9.368



Which structure wins on stability? two wins.



one:
C6H10N2S | ωB97M-V/def2-TZVPD

Structure (ORCA input):
```
! wB97M-V def2-TZVPD RIJCOSX def2/J DEFGRID3
* xyz 0 1
C -1.13 -0.63 -1.16
C -1.29 0.70 0.46
C 0.04 0.49 0.30
C -1.99 1.72 1.29
C 1.29 1.29 0.57
C 1.72 -2.61 -0.90
N -2.04 -0.07 -0.44
N 0.14 -0.48 -0.78
S 1.57 -0.89 -1.67
H -1.43 -1.39 -1.79
H -1.51 2.65 1.36
H -3.05 1.89 0.75
H -2.13 1.44 2.34
H 2.25 0.71 0.56
H 1.19 1.91 -0.28
H 1.20 1.77 1.53
H 1.51 -2.39 0.19
H 2.73 -2.91 -1.08
H 0.92 -3.22 -1.26
*
```

Results
SMILES: CSn1cnc(C)c1C
LUMO level (eV): 0.58
Gap between HOMO and LUMO (eV): 8.988



two:
C6H10N2S | ωB97M-V/def2-TZVPD

Structure (ORCA input):
```
! wB97M-V def2-TZVPD RIJCOSX def2/J DEFGRID3
* xyz 0 1
C -1.36 -0.42 0.18
C -0.44 -1.17 1.13
C 0.94 -1.49 0.41
C 1.53 -0.30 -0.30
C 0.60 0.33 -1.30
C -0.74 0.72 -0.62
N -1.21 2.71 0.46
N -0.46 1.67 0.43
S -2.86 -0.93 -0.25
H -0.30 -0.30 1.96
H -0.74 -2.14 1.53
H 1.69 -1.89 1.09
H 0.57 -2.22 -0.25
H 1.74 0.48 0.46
H 2.44 -0.39 -0.78
H 0.93 1.12 -1.89
H 0.29 -0.28 -2.14
H -1.53 1.21 -1.36
H -1.10 3.30 1.22
*
```

Results
SMILES: [H]/N=N/[C@H]1CCCCC1=S
LUMO level (eV): -0.37
Gap between HOMO and LUMO (eV): 8.161



Which structure wins on stability? one wins.



one:
C4H8N2S | ωB97M-V/def2-TZVPD

Structure (ORCA input):
```
! wB97M-V def2-TZVPD RIJCOSX def2/J DEFGRID3
* xyz 0 1
C -0.88 1.77 0.43
C -1.15 -1.11 -0.10
C 1.22 -0.33 -0.55
C 2.53 -0.16 -0.26
H -1.19 1.75 1.51
H 0.19 2.08 0.28
H -1.49 2.73 0.18
H -2.94 -1.90 -0.34
H 0.45 -1.89 1.01
H 0.67 -0.04 -1.52
H 3.03 0.24 -1.19
H 3.16 -0.48 0.71
N -1.99 -2.14 -0.01
N 0.20 -1.04 0.37
S -1.82 0.52 -0.54
*
```

Results
SMILES: [H]/N=C(/NC=C)SC
LUMO level (eV): 0.80
Gap between HOMO and LUMO (eV): 9.526



two:
C4H8N2S | ωB97M-V/def2-TZVPD

Structure (ORCA input):
```
! wB97M-V def2-TZVPD RIJCOSX def2/J DEFGRID3
* xyz 0 1
C -1.05 -0.60 -1.36
C -0.83 0.59 -0.40
C 0.85 -0.77 0.74
C 2.02 -0.90 1.27
H -1.43 -0.32 -2.34
H -0.07 -1.12 -1.45
H -1.83 -1.25 -0.95
H -2.08 1.72 -1.30
H -0.23 2.49 0.78
H 0.33 -1.67 0.45
H 2.52 -0.15 1.80
H 2.60 -1.81 1.10
N -1.50 1.65 -0.45
N 0.08 0.39 0.64
S 0.61 1.76 1.47
*
```

Results
SMILES: [H]/N=C(\C)N(S)C=C
LUMO level (eV): 0.87
Gap between HOMO and LUMO (eV): 8.893



three:
C4H8N2S | ωB97M-V/def2-TZVPD

Structure (ORCA input):
```
! wB97M-V def2-TZVPD RIJCOSX def2/J DEFGRID3
* xyz 0 1
C 1.55 1.42 -0.10
C 1.73 -0.12 0.05
C -1.61 -0.42 0.78
C -1.76 -0.71 -0.73
H 0.70 1.77 -0.70
H 1.16 2.03 0.77
H 2.54 1.95 -0.31
H 0.49 -1.77 0.16
H -1.64 -1.18 1.61
H -2.23 0.48 1.08
H -2.47 -0.11 -1.37
H -1.54 -1.74 -1.14
N 0.53 -0.79 0.07
N -0.64 0.05 -0.15
S 3.20 -0.86 -0.02
*
```

Results
SMILES: CC(=S)NN1CC1
LUMO level (eV): 0.78
Gap between HOMO and LUMO (eV): 9.039



Which structure wins on stability? two wins.